(1)
The following is a quantum chemistry calculation of a structure of composition C38H52CaN3O5S, from the Open Molecules 2025 dataset.

```
100
Properties=species:S:1:pos:R:3:nbo_charge:R:1
Ca -0.50144 0.25102 -0.33658 1.753
S -3.44005 0.93802 -0.86108 -0.602
O -1.35522 -1.10709 1.59280 -0.785
O -0.79108 1.95532 1.34378 -0.656
O -1.04764 -0.62877 -3.22194 -0.980
O -1.83282 -1.70370 -0.48136 -0.816
O 1.48447 -0.62696 -1.28952 -0.800
N -0.05878 2.20410 -1.93322 -0.521
N -2.05177 2.99670 -3.16585 -0.475
N 1.48268 0.63029 1.08956 -0.395
C -2.26348 2.24411 3.92650 -0.086
C 3.85684 -0.64778 -1.39713 -0.118
C -4.26703 -0.10582 0.28880 -0.127
C -2.90067 4.00613 -2.52150 -0.401
C -3.06632 0.97917 4.27413 -0.604
C 3.12106 -2.52277 -2.90259 -0.608
C -2.95023 2.90178 2.72180 -0.597
C -0.80480 1.80626 3.71199 -0.086
C 1.11412 0.93958 2.30199 0.036
C 7.25878 -0.93735 1.28040 -0.597
C 3.92026 0.42003 1.21969 -0.255
C 5.01919 -0.42618 -0.71514 -0.136
C -2.18577 -1.40411 0.69430 0.732
C 2.59535 -0.37670 -0.73332 0.436
C 1.26767 0.84130 7.27632 -0.606
C -3.64107 -1.16932 0.96561 -0.110
C -5.65163 -1.66420 2.20661 -0.267
C -1.02270 2.55758 -2.47257 0.528
C -0.22451 1.59983 2.38044 0.575
C 2.66604 0.19554 0.59516 0.042
C 3.84316 -1.16806 -2.83433 -0.058
C 1.94408 -1.18931 6.01255 -0.594
C 6.46592 0.37588 1.21356 -0.097
C -4.31851 -1.91587 1.91822 -0.217
C 3.40088 0.84755 6.01613 -0.587
C -0.05739 1.44663 4.78169 -0.116
C 7.23672 1.38676 0.35256 -0.598
C 5.09469 0.11357 0.59889 0.011
C -6.29303 -0.62817 1.53792 -0.224
C 1.95052 0.34602 5.99912 -0.085
C 5.25649 -1.37334 -3.38491 -0.607
C -5.61093 0.13620 0.60692 -0.240
C 3.14214 -0.14690 -3.74503 -0.606
C -2.34097 3.24516 5.08960 -0.592
C 6.35889 0.93734 2.63163 -0.603
C -2.64070 2.10086 -4.16831 -0.400
C 1.80008 0.59679 3.51846 -0.181
C 1.25052 0.83446 4.72751 -0.047
H 6.69312 2.33129 0.29396 0.212
H 7.35925 1.08287 3.04526 0.204
H -2.69213 0.50780 5.18642 0.190
H -7.33356 -0.40692 1.74854 0.194
H 2.42988 -1.56426 6.91737 0.197
H 1.20632 1.93130 7.30466 0.209
H -0.49897 1.56457 5.76074 0.196
H -3.38140 3.53766 5.24602 0.205
H 3.91051 0.49679 6.91692 0.199
H 8.24716 -0.76380 1.71403 0.197
H 2.12337 0.04788 -3.42081 0.239
H -3.78061 -2.69830 2.44201 0.207
H -3.00231 0.25378 3.46047 0.251
H -1.86169 1.45784 -4.56747 0.236
H -1.67710 -0.93380 -2.54654 0.507
H 3.65828 -3.26797 -2.31080 0.198
H 3.96178 0.48705 5.15368 0.206
H -0.16798 -0.79879 -2.86623 0.480
H 3.08762 -2.87179 -3.93824 0.194
H -3.95049 3.20853 3.04178 0.188
H -3.05548 2.23086 1.87336 0.257
H -2.49064 5.00402 -2.68704 0.188
H -3.00631 3.79615 -1.45710 0.241
H 5.81943 0.25355 3.29048 0.208
H -3.89204 3.94141 -2.96340 0.209
H 6.73472 -1.66985 1.89692 0.211
H 0.92224 -1.57116 5.98395 0.216
H 7.39922 -1.37292 0.29058 0.206
H 3.11854 -0.52179 -4.77169 0.194
H 5.81350 -2.11866 -2.81260 0.202
H 2.10448 -2.45012 -2.52556 0.244
H -3.05706 2.71573 -4.96710 0.184
H 0.26028 0.43630 7.38342 0.209
H 8.22374 1.58068 0.78098 0.197
H 5.82864 -0.44276 -3.39488 0.202
H 3.68647 0.80035 -3.74029 0.201
H 7.37816 1.01867 -0.66435 0.206
H -4.11881 1.23339 4.42211 0.203
H 1.84614 0.51487 8.14285 0.207
H -3.41517 1.47954 -3.71781 0.230
H 5.95459 -0.63977 -1.21535 0.190
H 5.84806 1.90189 2.64650 0.211
H -2.41356 3.78856 2.38170 0.202
H 5.18559 -1.73147 -4.41398 0.207
H -1.97226 2.83313 6.02962 0.191
H 3.43291 1.93860 6.00414 0.209
H -6.11137 0.95484 0.10390 0.206
H -6.17703 -2.25691 2.94525 0.196
H 3.92945 0.93100 2.16963 0.206
H -1.76497 4.14467 4.86246 0.205
H 2.47213 -1.59171 5.14772 0.213
H 2.71381 0.02596 3.43963 0.204
```

Kohn-Sham gap (alpha / beta) in eV: 4.90 / 4.90
LUMO level (alpha / beta) in eV: 0.974 / 0.968
Spin multiplicity: 1
HOMO (alpha / beta) in eV: -3.930 / -3.930
Total charge: -1


(2)
The following is a quantum chemistry calculation of a structure of composition C38H52Cl2CoP2, from the Open Molecules 2025 dataset.

```
95
Properties=species:S:1:pos:R:3:lowdin_spin:R:1
Co -0.12797 -0.25391 0.72110 2.545
Cl -1.13591 1.52202 1.49853 0.104
Cl 1.67566 -1.45644 0.80442 0.117
P -0.86864 -1.53087 3.20259 0.059
P 0.61469 1.04244 -1.03460 0.051
C 3.44475 0.98681 -0.47454 0.001
C 1.41907 1.09098 -3.79238 0.003
C 2.13218 2.85731 0.50578 0.001
C 0.39375 -1.38245 4.55900 0.012
C -3.86335 -3.74995 -1.48162 -0.003
C -0.43496 2.58750 -1.53808 0.009
C 0.95681 -0.79858 -5.43670 0.000
C 0.06163 -0.89659 -3.03561 0.008
C -0.80026 -4.33598 3.22250 0.002
C -3.69288 -1.54282 -2.49879 -0.005
C 2.23947 1.90187 -0.68402 0.010
C 3.39219 3.74188 0.56445 0.000
C -1.19931 -1.80036 0.24589 0.524
C 2.24356 -0.88761 6.60927 0.003
C -2.35599 -2.07629 -0.51860 0.082
C -2.97908 -3.37536 -0.48522 0.120
C 1.07722 -0.15287 4.62009 0.003
C 4.68218 2.91495 0.64587 0.000
C 0.55449 -1.69425 -4.25826 0.000
C -1.28413 -5.62579 3.46268 0.000
C -2.51758 -5.80836 4.10129 0.002
C 1.09560 0.15013 -2.62924 0.008
C 0.65796 -2.36575 5.52602 0.005
C -1.54959 -3.20355 3.59468 0.009
C -2.11454 -0.44978 4.01163 0.001
C -1.99135 4.59815 -3.11112 0.000
C 0.27998 3.76959 -2.21372 0.002
C 1.92657 0.31309 -5.01987 0.001
C -2.81128 -3.39856 4.18418 0.002
C -1.67376 2.19894 -2.33299 0.000
C -2.64969 3.38251 -2.45826 0.000
C 4.74117 1.81375 -0.41902 0.000
C -2.86301 -1.13611 -1.46467 0.119
C 1.58355 -2.11317 6.54389 0.000
C -4.19060 -2.85610 -2.52304 0.146
C -3.27189 -4.68753 4.46376 0.000
C -0.66754 4.96594 -2.42491 0.001
C 1.98529 0.09375 5.64789 0.000
H 2.96825 -0.70350 7.40074 0.000
H -1.79385 4.36556 -4.16825 0.000
H -0.14641 5.73364 -3.01186 0.000
H 2.42953 2.48711 -1.60002 0.002
H 2.16721 1.85072 -3.51242 0.000
H 4.71907 2.43321 1.63370 0.000
H -0.89217 -0.40361 -3.28144 0.001
H 1.41386 -1.40171 -6.23034 0.000
H -3.43153 -2.54031 4.45335 0.000
H 4.91528 2.27616 -1.40251 0.000
H 1.14659 4.11018 -1.62802 0.000
H -4.30733 -4.74804 -1.46470 -0.004
H -3.96163 -0.83628 -3.29460 -0.004
H 3.52307 0.21641 -1.25358 0.000
H -4.22861 -4.81387 4.98192 0.000
H -2.69760 -4.06061 0.32023 0.007
H -2.55071 -0.09969 -1.36556 0.007
H 0.14190 -3.32295 5.48356 0.000
H 2.05126 2.26621 1.43090 0.001
H -0.69460 -6.49563 3.17308 0.000
H 3.43283 4.36539 -0.34324 0.000
H 0.50630 1.63441 -4.08173 0.000
H -2.22847 -0.72645 5.06780 0.001
H 0.05180 -0.33457 -5.85461 0.000
H -0.15551 -1.56953 -2.19176 0.006
H -2.88770 -6.81093 4.32213 0.000
H 5.55447 3.57571 0.55961 0.000
H -0.77465 2.92196 -0.54197 0.000
H 3.32305 4.42399 1.41979 0.000
H -3.06433 -0.56167 3.47997 0.000
H -2.19996 1.37832 -1.83909 0.000
H 5.58811 1.14627 -0.22240 0.000
H -2.99322 3.65243 -1.44750 0.000
H -0.22703 -2.39718 -4.57128 0.000
H 2.49359 1.05921 5.69911 0.000
H 0.67372 3.46029 -3.19312 0.000
H -3.52992 3.06875 -3.03157 0.000
H 3.31381 0.45015 0.47342 0.001
H -0.89084 5.40791 -1.44249 0.000
H 1.42581 -2.28895 -3.94591 0.000
H 2.07713 1.01742 -5.84966 0.000
H -1.77227 0.58495 3.91421 0.001
H 0.16959 -4.20567 2.74213 0.000
H 0.88795 0.60569 3.85613 0.000
H -0.68632 -2.72545 0.59586 0.024
H 2.01347 -0.39122 -2.34325 0.000
H -4.83791 -3.18641 -3.33926 0.011
H -2.67475 5.45514 -3.08227 0.000
H 1.78340 -2.88986 7.28583 0.000
H 1.23380 3.49105 0.45870 0.000
H 2.90811 -0.12081 -4.77723 0.000
H -1.40009 1.84408 -3.34075 0.000
```

Kohn-Sham gap (alpha / beta) in eV: 5.78 / 7.94
LUMO level (alpha / beta) in eV: 2.695 / 2.685
Spin multiplicity: 5
⟨S²⟩: 6.05
HOMO (alpha / beta) in eV: -3.081 / -5.253
Total charge: -1


The calculation returns the following energy relative to the best compared isomer or geometry (same formula, charge and spin) values, one per record and in order: 0.000 0.000 eV.
The calculation returns the following molar mass values, one per record and in order: 703.00 700.62 g mol⁻¹.